[1]
{
  "formula": "C14H13BrF6OSn",
  "method": "ωB97M-V/def2-TZVPD",
  "de_lowest_ev": 0.1683,
  "orbital_gap_ev": 7.49,
  "lumo_ev": -0.68,
  "species": ["C", "C", "C", "H", "C", "C", "H", "H", "H", "H", "Sn", "Br", "C", "C", "C", "H", "C", "C", "H", "H", "H", "H", "C", "C", "O", "C", "F", "F", "F", "C", "F", "F", "F", "H", "H", "H"],
  "positions_angstrom": [[-0.77344, -0.67443, -2.57518], [-0.93274, 0.76577, -2.40545], [0.34064, 1.34534, -2.48911], [-1.88552, 1.28554, -2.35192], [1.29751, 0.32254, -2.73958], [0.63727, -0.91547, -2.81922], [1.06282, -1.86811, -3.13184], [-1.57535, -1.38825, -2.72582], [0.55478, 2.40897, -2.51283], [2.35278, 0.50959, -2.93741], [-0.83877, -0.89830, -0.31927], [-3.17853, -0.09816, -0.38886], [-0.20949, -2.19400, 1.57419], [0.53976, -2.60808, 0.40921], [-0.39144, -3.20306, -0.52453], [1.62423, -2.56641, 0.30112], [-1.71028, -3.08092, 0.03117], [-1.60024, -2.44613, 1.32123], [-2.41028, -2.27573, 2.02718], [0.21953, -1.76899, 2.48160], [-0.13298, -3.69758, -1.45677], [-2.61866, -3.46792, -0.41864], [0.45979, 1.24968, 2.84340], [0.56679, 1.57678, 1.37090], [0.31187, 0.47111, 0.52564], [-0.41574, 2.73435, 0.99565], [-0.08292, 3.92075, 1.58200], [-0.49370, 2.94199, -0.34122], [-1.67017, 2.40541, 1.42465], [2.04985, 1.87745, 0.99565], [2.60489, 2.89483, 1.70047], [2.79470, 0.75591, 1.24974], [2.19629, 2.15607, -0.32565], [-0.57109, 0.99848, 3.11109], [0.75664, 2.11816, 3.43356], [1.12119, 0.41282, 3.08481]]
}



[2]
{
  "formula": "C14H13Cl6O5",
  "method": "ωB97M-V/def2-TZVPD",
  "de_lowest_ev": 0.0000,
  "charge": -1,
  "orbital_gap_ev": 6.17,
  "lumo_ev": 2.66,
  "species": ["Cl", "C", "Cl", "C", "O", "C", "Cl", "C", "Cl", "C", "Cl", "C", "Cl", "C", "C", "O", "C", "C", "C", "C", "O", "O", "C", "C", "O", "H", "H", "H", "H", "H", "H", "H", "H", "H", "H", "H", "H", "H"],
  "positions_angstrom": [[-0.17674, 2.93480, 1.05910], [1.86822, 4.74000, 0.31949], [2.79065, 3.42841, -0.19701], [1.15830, 5.42717, -0.78830], [1.48621, 5.12464, -1.93171], [0.48658, 6.69609, -0.47690], [-0.55616, 7.26744, -1.67380], [0.69254, 7.31843, 0.74290], [-0.02604, 8.85769, 1.03730], [1.58081, 6.71946, 1.67357], [2.03330, 7.59343, 3.05857], [2.03428, 5.37892, 1.51511], [2.99462, 4.61621, 2.70600], [4.58213, -0.08528, 1.41430], [3.18309, -0.46387, 1.00895], [2.29140, 0.41905, 1.74026], [1.04728, 0.44076, 1.22476], [0.11209, 1.45186, 1.98416], [0.59333, 1.72434, 3.36598], [-1.35702, 0.96828, 1.97675], [-2.17679, 1.48693, 2.72994], [-1.61561, 0.05436, 1.03696], [-3.02881, -0.16031, 0.83239], [-3.14353, -1.28424, -0.14532], [0.79213, -0.28892, 0.30137], [5.27586, -0.77349, 0.92280], [4.76824, 0.94353, 1.06897], [4.69696, -0.14654, 2.50700], [3.01396, -0.34608, -0.06311], [2.90236, -1.47942, 1.29406], [-0.24368, 2.18416, 3.86915], [0.89747, 0.81574, 3.87626], [1.41881, 2.42056, 3.38334], [-3.54117, -0.42802, 1.76431], [-3.49130, 0.74705, 0.42066], [-4.15801, -1.45706, -0.48778], [-2.48749, -1.11774, -0.98872], [-2.81260, -2.21081, 0.30271]]
}



[3]
{
  "formula": "C14H13FI2IrO4RuS",
  "method": "ωB97M-V/def2-TZVPD",
  "s_squared": 24.80,
  "charge": 4,
  "spin_multiplicity": 10,
  "orbital_gap_ev": [5.19, 5.08],
  "lumo_ev": [-14.66, -17.89],
  "species": ["I", "I", "Ir", "Ru", "S", "C", "C", "C", "C", "C", "C", "C", "C", "O", "O", "O", "O", "H", "H", "H", "H", "H", "H", "H", "H", "H", "F", "C", "C", "C", "C", "C", "C", "H", "H", "H", "H"],
  "positions_angstrom": [[1.12965, 2.49806, -3.22187], [-1.61582, 2.46867, -2.97901], [-1.29388, 0.14878, 0.56967], [1.46415, 0.17635, 0.38326], [-0.02693, -0.39548, -1.29745], [2.61849, -1.23764, 0.10746], [2.83208, 0.80189, 1.49352], [-0.08027, -2.29651, -1.85917], [-1.39495, -2.44605, -2.60098], [0.03123, -3.26886, -0.70746], [1.09721, -2.41626, -2.81227], [-2.45037, 0.76472, 1.94141], [-2.44981, -1.35312, 0.50937], [3.63708, 1.13866, 2.26862], [3.39694, -2.11461, 0.00758], [-3.12556, 1.05776, 2.84892], [-3.21173, -2.22872, 0.56093], [-1.43320, -3.44947, -3.04825], [-1.46204, -1.70199, -3.40170], [-2.25317, -2.33984, -1.93085], [0.01066, -4.28854, -1.12976], [-0.80731, -3.16492, -0.01134], [0.97557, -3.13643, -0.16863], [1.09207, -3.41915, -3.26172], [2.04929, -2.28058, -2.28854], [1.01534, -1.67154, -3.61137], [0.01905, 4.87864, 3.89009], [0.04849, 3.90409, 2.90042], [-0.24392, 4.29821, 1.58914], [-0.25873, 3.28284, 0.65948], [-0.09518, 1.90406, 1.03030], [0.31888, 1.58350, 2.35716], [0.32888, 2.59155, 3.30936], [-0.45266, 5.36777, 1.37869], [-0.40806, 3.53902, -0.39152], [0.48872, 0.49470, 2.54431], [0.50979, 2.31043, 4.37222]]
}



[4]
{
  "formula": "C14H13INaO5S",
  "method": "ωB97M-V/def2-TZVPD",
  "charge": 1,
  "orbital_gap_ev": 7.67,
  "lumo_ev": -4.61,
  "species": ["O", "C", "C", "C", "I", "C", "O", "C", "C", "C", "C", "C", "C", "C", "S", "O", "O", "O", "C", "C", "C", "H", "H", "H", "H", "H", "H", "H", "H", "H", "H", "H", "H", "H", "Na"],
  "positions_angstrom": [[3.74960, -2.78662, 2.09686], [3.58386, -1.62927, 1.73790], [4.46295, -0.46937, 2.27419], [4.62582, 0.63111, 1.49800], [5.85664, 2.29963, 2.11130], [3.94462, 0.79703, 0.10276], [4.38269, 1.50403, -0.75739], [2.61134, -0.00093, -0.08509], [1.62833, 0.51012, -1.03768], [0.35844, -0.22439, -1.18262], [-0.73434, 0.32466, -2.16479], [-1.40529, 1.64264, -1.59281], [-2.82027, 1.43909, -0.91486], [-3.12281, -0.03032, -0.44877], [-4.52701, -0.08075, 0.74547], [-5.79475, 0.27653, 0.13698], [-4.54394, -1.42888, 1.29715], [-4.07468, 0.95430, 1.94938], [0.18349, -1.43623, -0.39335], [1.14840, -1.96950, 0.54704], [2.43587, -1.20715, 0.71216], [4.93251, -0.56203, 3.28084], [1.81551, 1.43631, -1.63550], [-1.44900, -0.46075, -2.50568], [-0.15840, 0.63690, -3.08333], [-1.55364, 2.37300, -2.43566], [-0.68826, 2.08735, -0.85116], [-2.81693, 2.07045, 0.02026], [-3.68159, 1.82092, -1.52179], [-3.44829, -0.66907, -1.31692], [-2.26284, -0.52522, 0.05959], [-4.70438, 1.70236, 1.96630], [-0.78743, -1.98019, -0.52484], [0.91504, -2.89416, 1.14642], [1.93875, -4.15161, 0.76964]]
}



[5]
{
  "formula": "C14H13N3O2S",
  "method": "ωB97M-V/def2-TZVPD",
  "de_lowest_ev": 0.9737,
  "orbital_gap_ev": 7.86,
  "lumo_ev": -0.30,
  "species": ["C", "C", "C", "C", "C", "N", "C", "N", "C", "S", "N", "C", "O", "C", "C", "C", "C", "C", "C", "O", "H", "H", "H", "H", "H", "H", "H", "H", "H", "H", "H", "H", "H"],
  "positions_angstrom": [[4.53391, 2.05788, 0.00947], [4.25112, 0.58724, 0.00428], [5.27215, -0.34583, 0.00483], [4.98652, -1.70674, 0.00029], [3.66070, -2.08921, -0.00466], [2.66640, -1.21569, -0.00533], [2.93228, 0.08567, -0.00109], [1.87516, 0.97335, -0.00199], [0.51915, 0.75931, -0.00336], [-0.40769, 2.12806, -0.00096], [0.12298, -0.53062, -0.00604], [-1.10792, -1.19246, -0.00440], [-1.06936, -2.40711, -0.00075], [-2.33383, -0.40829, -0.00779], [-3.52751, -1.02837, 0.00315], [-4.78875, -0.36115, 0.00120], [-5.12819, 0.97704, -0.01022], [-6.53389, 1.02968, -0.00559], [-6.95744, -0.26911, 0.00835], [-5.92021, -1.10945, 0.01252], [-7.94021, -0.69856, 0.01602], [-7.14898, 1.90603, -0.01164], [-4.45144, 1.80615, -0.02032], [-3.55866, -2.11060, 0.01463], [-2.25825, 0.66472, -0.01884], [0.92990, -1.18522, -0.00603], [2.11643, 1.95641, 0.00012], [3.35846, -3.12671, -0.00814], [5.77570, -2.44033, 0.00077], [6.29915, -0.00955, 0.00905], [4.11609, 2.53854, -0.87563], [4.10937, 2.53350, 0.89408], [5.60690, 2.23143, 0.01403]]
}



[6]
{
  "formula": "C14H13N3O3S",
  "method": "ωB97M-V/def2-TZVPD",
  "de_lowest_ev": 0.7205,
  "orbital_gap_ev": 7.29,
  "lumo_ev": -1.02,
  "species": ["O", "O", "N", "O", "S", "C", "C", "C", "C", "C", "C", "C", "C", "C", "C", "C", "N", "N", "C", "C", "C", "H", "H", "H", "H", "H", "H", "H", "H", "H", "H", "H", "H", "H"],
  "positions_angstrom": [[2.87269, 0.18009, -6.07977], [-0.16242, -1.74022, -1.99118], [0.51985, 2.10090, -1.01247], [3.45281, 2.34408, -5.59238], [-2.94971, -0.89278, 2.76992], [2.82335, 1.15529, -5.33417], [-0.04541, -0.58673, -1.67168], [0.99571, 1.52251, -2.07175], [1.76873, 2.10626, -3.16580], [2.04678, 1.08953, -4.09650], [-0.71174, 1.95581, 0.97400], [-1.56621, 1.26625, 1.85900], [-1.47535, -0.72184, 0.42850], [-0.27497, 1.32318, -0.18558], [-1.93657, -0.07036, 1.58117], [-0.63536, -0.01867, -0.47032], [1.40325, -0.03996, -3.65524], [0.75864, 0.21958, -2.41719], [-0.82061, -0.90184, 4.53553], [-0.91445, -2.84174, 2.87095], [-1.75354, -1.85106, 3.76289], [3.22769, 2.92083, -4.88462], [2.09617, 3.14839, -3.20086], [-0.40836, 3.00546, 1.17325], [-1.96301, 1.78209, 2.74000], [-1.74034, -1.75358, 0.26090], [1.64511, -0.95861, -3.94266], [-0.30498, -1.48894, 5.31278], [-0.07358, -0.41837, 3.94524], [-1.40014, -0.10915, 5.02959], [-0.39377, -3.55831, 3.53923], [-0.21325, -2.32093, 2.27676], [-1.56611, -3.41380, 2.21930], [-2.30088, -2.43338, 4.49317]]
}



[7]
{
  "formula": "C14H13O",
  "method": "ωB97M-V/def2-TZVPD",
  "de_lowest_ev": 7.0536,
  "charge": 1,
  "orbital_gap_ev": [7.36, 7.36],
  "lumo_ev": [-5.10, -5.10],
  "species": ["C", "C", "C", "C", "C", "C", "C", "C", "C", "C", "C", "C", "C", "C", "O", "H", "H", "H", "H", "H", "H", "H", "H", "H", "H", "H", "H", "H"],
  "positions_angstrom": [[-3.13288, -0.94712, 2.17397], [-3.59601, -1.18305, 0.84091], [-2.39474, 0.16178, 2.47615], [-3.24814, -0.31302, -0.17699], [-1.91055, 0.97882, 1.44857], [-2.25269, 0.65080, 0.15917], [0.56433, -1.30388, -0.80236], [1.96438, -1.21649, -0.17915], [-1.40176, 0.91692, -0.97619], [0.79846, -0.25144, -0.08481], [0.83115, 1.07439, -0.36638], [3.18489, -0.66573, -0.97566], [2.11247, 1.67003, -0.69984], [2.84223, 0.72508, -1.57698], [-0.28532, 1.54582, -0.78763], [-3.15272, -1.78583, 2.87381], [-4.32045, -1.90501, 0.58008], [-1.98900, 0.38502, 3.51032], [-3.56403, -0.49227, -1.19041], [-1.33525, 1.87526, 1.63853], [-0.06089, -2.07995, -1.11487], [2.24846, -1.97391, 0.64043], [3.98046, -0.53354, -0.35720], [3.40644, -1.48338, -1.74972], [2.12871, 2.58146, -1.20400], [2.71184, 1.93205, 0.18410], [3.74815, 1.17228, -1.79073], [2.12246, 0.46491, -2.49314]]
}



Here are the calculated max |F| numbers, same order: 2.97, 2.84, 11.05, 3.19, 1.36, 4.42, 4.92 (eV Å⁻¹).
Here are the calculated electronic energy numbers, same order: -4003.97661, -3678.69368, -2132.84737, -1775.36133, -1254.23333, -1329.46703, -615.96658 (a.u.).